i) Density functional theory data (ωB97M-V with the def2-TZVPD basis set) for a molecular structure, C3H10N4.

XYZ file:
```
17
C3H10N4, DFT ωB97M-V with the def2-TZVPD basis set
C 0.261 1.883 -0.286
C 0.949 -1.068 -0.335
N -0.135 0.897 0.710
N 0.138 1.313 1.941
H 0.401 2.273 2.152
H 0.216 0.604 2.655
H 1.343 2.062 -0.245
H -0.266 2.828 -0.115
H -0.002 1.512 -1.272
H 0.989 -1.636 0.592
H 1.715 -0.299 -0.352
H 1.132 -1.691 -1.212
N -1.272 -2.166 -1.261
C -0.998 -1.002 -0.596
N -1.649 -0.144 -0.025
H -2.235 -2.464 -1.179
H -0.588 -2.903 -1.170
```

Computed properties:
Orbital gap (alpha / beta) in Ha: 0.2885 / 0.2983

The computed Mulliken charges, all in e, follow:
1 C -0.9863
2 C -1.1122
3 N 0.3911
4 N -0.6843
5 H 0.2131
6 H 0.1771
7 H 0.3450
8 H 0.3832
9 H 0.2996
10 H 0.2816
11 H 0.2954
12 H 0.3837
13 N -0.4700
14 C 0.6080
15 N -0.6049
16 H 0.2629
17 H 0.2167

=====

ii) Density functional theory data (ωB97M-V with the def2-TZVPD basis set) for 2 unconnected molecules or ions with the total composition C3H10N4.

XYZ file:
```
17
C3H10N4, DFT ωB97M-V with the def2-TZVPD basis set
C 1.257 0.551 -1.051
C 1.766 -0.350 -0.178
N 1.861 -0.199 1.244
N 1.166 0.327 -2.454
H 0.854 1.491 -0.724
H 2.222 -1.281 -0.573
H 2.741 0.254 1.502
H 1.896 -1.102 1.662
H 1.605 1.091 -2.960
H 0.208 0.310 -2.751
N -1.631 -0.912 0.370
C -2.331 -0.102 1.237
N -3.368 0.579 0.847
H -0.616 -0.870 0.487
H -1.954 -0.818 -0.595
H -1.928 -0.062 2.262
H -3.746 1.093 1.675
```

Computed properties:
Orbital gap in Ha: 0.3678
SMILES: [H]/N=C/N.N/C=C/N

The computed Mulliken charges, all in e, follow:
1 C -0.1150
2 C -0.3397
3 N -0.5282
4 N -0.6028
5 H 0.3410
6 H 0.2102
7 H 0.2284
8 H 0.2717
9 H 0.2574
10 H 0.2521
11 N -0.5195
12 C 0.0902
13 N -0.6749
14 H 0.2801
15 H 0.2896
16 H 0.3254
17 H 0.2339

=====

ii) is favored, and the nearest alternative lies 107.4 kcal/mol above it.

=====

i) Density functional theory data (ωB97M-V with the def2-TZVPD basis set) for a single CH3NO molecule.

XYZ file:
```
6
CH3NO, DFT ωB97M-V with the def2-TZVPD basis set
C -0.632 -0.391 0.002
N 0.514 0.377 -0.075
O -1.710 0.090 -0.135
H -0.248 -1.434 -0.068
H 1.382 -0.018 0.179
H 0.693 1.377 0.097
```

Computed properties:
Orbital gap in Ha: 0.4146
SMILES: NC=O

The computed Mulliken charges, all in e, follow:
1 C 0.2087
2 N -0.3857
3 O -0.5006
4 H 0.2316
5 H 0.2152
6 H 0.2309

=====

ii) Density functional theory data (ωB97M-V with the def2-TZVPD basis set) for a single CH3NO molecule.

XYZ file:
```
6
CH3NO, DFT ωB97M-V with the def2-TZVPD basis set
C 0.585 -0.159 0.015
N -0.733 -0.081 0.023
O 1.233 -0.029 -1.188
H 1.030 -0.186 1.061
H -1.087 0.068 0.975
H -1.028 0.387 -0.886
```

Computed properties:
Orbital gap in Ha: 0.3904
SMILES: NC=O

The computed Mulliken charges, all in e, follow:
1 C 0.2017
2 N -0.3651
3 O -0.6116
4 H 0.2296
5 H 0.2656
6 H 0.2798

=====

i) is favored, and the nearest alternative lies 16.1 kcal/mol above it.

=====

i) Density functional theory data (ωB97M-V with the def2-TZVPD basis set) for 2 unconnected molecules or ions with the total composition C3H4NOS2.

XYZ file:
```
11
C3H4NOS2, DFT ωB97M-V with the def2-TZVPD basis set
C -0.847 0.379 0.612
C 1.530 -1.031 -0.588
C -0.834 -0.512 -0.425
N -0.382 1.657 0.547
O 1.955 -0.038 -0.095
S 1.708 -2.455 -1.340
S -1.672 0.059 2.040
H -1.023 -1.601 -0.309
H -0.914 -0.161 -1.507
H 0.149 1.995 -0.243
H 0.331 1.707 1.308
```

Computed properties:
Net charge: -1
Orbital gap in Ha: 0.2214

The computed Mulliken charges, all in e, follow:
1 C 0.3062
2 C 0.4607
3 C -1.1379
4 N -0.5503
5 O -0.3879
6 S -0.3533
7 S -0.5042
8 H 0.3718
9 H 0.2623
10 H 0.2690
11 H 0.2637

=====

ii) Density functional theory data (ωB97M-V with the def2-TZVPD basis set) for 2 unconnected molecules or ions with the total composition C3H4NOS2.

XYZ file:
```
11
C3H4NOS2, DFT ωB97M-V with the def2-TZVPD basis set
C 0.253 0.147 -1.460
C -0.118 -0.497 1.236
C 0.975 0.201 0.714
N -0.922 0.470 -1.516
O -1.520 -0.030 1.214
S 0.086 -1.949 2.124
S 1.592 -0.172 -2.332
H 1.954 -0.293 0.580
H 0.929 1.271 0.593
H -1.622 0.887 0.890
H -1.607 -0.035 -2.042
```

Computed properties:
Net charge: -1
Orbital gap in Ha: 0.2384

The computed Mulliken charges, all in e, follow:
1 C 0.3169
2 C 0.4121
3 C -1.1513
4 N -0.4519
5 O -0.5079
6 S -0.4794
7 S -0.4141
8 H 0.3470
9 H 0.3777
10 H 0.3087
11 H 0.2423

=====

i) is favored, and the nearest alternative lies 24.9 kcal/mol above it.

=====

i) Density functional theory data (ωB97M-V with the def2-TZVPD basis set) for 10 unconnected molecules or ions with the total composition C5H29NO10S.

XYZ file:
```
46
C5H29NO10S, DFT ωB97M-V with the def2-TZVPD basis set
C 3.025 -0.481 1.288
C 2.752 0.992 0.661
C 2.610 0.843 -0.865
S 1.591 2.263 -1.500
C 1.976 -1.344 0.814
N 0.900 -1.678 1.669
C 0.797 -0.838 2.859
O 2.031 -2.048 -0.163
H 3.984 -0.758 0.741
H 3.399 -0.524 2.429
H 1.695 1.423 1.068
H 3.467 1.762 0.956
H 3.588 0.989 -1.322
H 1.956 0.026 -1.133
H 0.446 2.044 -0.793
H 0.202 -2.388 1.405
H 1.659 -0.695 3.392
H 0.376 0.301 2.670
H 0.214 -1.334 3.565
H 0.397 -2.744 -1.124
H 0.506 -3.154 -2.631
O -0.136 -2.798 -2.024
H -0.753 3.051 -2.987
H -1.056 1.709 -2.439
O -1.259 2.276 -3.216
H -2.516 -0.687 1.446
H -3.657 -0.831 0.593
O -3.426 -0.794 1.531
H 0.858 3.202 2.619
H -0.098 3.560 1.393
O 0.363 2.764 1.885
H -0.061 0.325 0.567
H -1.432 0.139 0.023
O -0.576 0.347 -0.310
H -2.746 -1.360 -1.631
H -3.870 -0.039 -1.208
O -3.070 -0.589 -1.062
H -1.633 2.074 -0.682
H -2.382 3.361 0.092
O -1.480 2.963 -0.356
H -3.295 -2.720 1.250
H -1.816 -2.595 0.920
O -2.451 -3.220 1.378
H -0.457 -1.299 -3.225
H -0.436 -0.318 -4.356
O -0.187 -1.179 -4.187
```

Computed properties:
Orbital gap in Ha: 0.3093
SMILES: CNC(=O)CCCS.O.O.O.O.O.O.O.O.O

The computed Mulliken charges, all in e, follow:
1 C -0.5761
2 C 0.1567
3 C -0.4823
4 S -0.1932
5 C 0.2689
6 N -0.1350
7 C -0.8672
8 O -0.6329
9 H 0.3176
10 H 0.3195
11 H -0.4485
12 H 0.5590
13 H 0.4289
14 H 0.1501
15 H -0.0532
16 H 0.2173
17 H 0.4100
18 H 0.1394
19 H 0.4305
20 H 0.3718
21 H 0.3023
22 O -0.7102
23 H 0.3652
24 H 0.2331
25 O -0.6442
26 H 0.2679
27 H 0.4595
28 O -0.7387
29 H 0.2517
30 H 0.2930
31 O -0.5306
32 H 0.0574
33 H 0.0429
34 O 0.0031
35 H 0.3020
36 H 0.2869
37 O -0.6105
38 H 0.2436
39 H 0.2941
40 O -0.5872
41 H 0.3701
42 H 0.3004
43 O -0.6415
44 H 0.3426
45 H 0.3145
46 O -0.6486

=====

ii) Density functional theory data (ωB97M-V with the def2-TZVPD basis set) for 10 unconnected molecules or ions with the total composition C5H29NO10S.

XYZ file:
```
46
C5H29NO10S, DFT ωB97M-V with the def2-TZVPD basis set
O 0.993 0.215 -3.375
C 0.621 -0.515 -2.427
N -0.367 -0.185 -1.562
C -0.738 -1.053 -0.365
C -2.268 -0.884 0.021
C -2.835 -2.235 0.402
S -2.228 -3.146 1.906
C 0.405 -0.723 0.614
H 1.005 -1.553 -2.427
H -0.685 0.758 -1.380
H -0.609 -2.163 -0.567
H -2.459 -0.194 0.902
H -2.643 -0.310 -0.892
H -2.927 -3.030 -0.373
H -3.926 -2.209 0.586
H -0.903 -3.330 1.556
H -0.026 -0.847 1.682
H 1.254 -1.471 0.415
H 0.783 0.296 0.401
H -0.542 2.020 1.331
H 0.073 2.661 2.509
O -0.344 1.803 2.279
H 1.238 2.325 -2.662
H 1.850 3.144 -1.557
O 0.999 3.106 -2.128
H 1.196 0.505 4.503
H 0.478 0.341 3.257
O 1.320 0.041 3.690
H 2.583 2.558 0.436
H 3.839 2.422 -0.372
O 3.019 2.904 -0.358
H -2.258 -3.336 -1.745
H -1.582 -3.138 -2.929
O -1.326 -3.504 -2.109
H -0.916 3.854 -0.299
H -0.095 2.820 -1.062
O -0.850 2.939 -0.405
H 2.343 -1.446 2.232
H 3.108 -1.054 0.929
O 3.207 -1.506 1.801
H 2.611 0.773 2.349
H 4.166 0.626 2.062
O 3.309 1.010 1.764
H -3.541 -0.416 -3.172
H -2.698 0.644 -2.636
O -3.636 0.482 -2.825
```

Computed properties:
Orbital gap in Ha: 0.3584
SMILES: C[C@@H](CCS)NC=O.O.O.O.O.O.O.O.O.O

The computed Mulliken charges, all in e, follow:
1 O -0.6550
2 C -0.1304
3 N 0.2155
4 C 0.0061
5 C 0.0348
6 C -0.6712
7 S -0.1902
8 C -0.8799
9 H 0.3971
10 H 0.0628
11 H 0.3080
12 H 0.1752
13 H 0.0051
14 H 0.0304
15 H 0.4642
16 H 0.1374
17 H -0.0278
18 H 0.2518
19 H 0.3896
20 H 0.2615
21 H 0.2937
22 O -0.5631
23 H 0.3032
24 H 0.5028
25 O -0.7378
26 H 0.2806
27 H 0.2966
28 O -0.6055
29 H 0.3163
30 H 0.3047
31 O -0.6744
32 H 0.2762
33 H 0.3123
34 O -0.5730
35 H 0.2596
36 H 0.4298
37 O -0.7157
38 H 0.3277
39 H 0.4042
40 O -0.6640
41 H 0.3670
42 H 0.3130
43 O -0.6405
44 H 0.3333
45 H 0.3367
46 O -0.6688

=====

ii) is favored, and the nearest alternative lies 47.2 kcal/mol above it.

=====

i) Density functional theory data (ωB97M-V with the def2-TZVPD basis set) for 2 unconnected molecules or ions with the total composition C4H12O.

XYZ file:
```
17
C4H12O, DFT ωB97M-V with the def2-TZVPD basis set
C 2.600 0.926 3.229
C 1.977 -0.229 2.427
H 3.654 0.895 3.136
H 2.008 1.097 4.137
H 2.278 1.751 2.561
H 0.949 0.108 2.053
H 2.562 -0.375 1.540
H 1.931 -1.202 3.012
C -2.464 -0.157 -2.222
O -2.108 -0.099 -0.913
C -1.319 -0.353 -3.337
H -3.304 -1.042 -2.304
H -3.040 0.635 -2.600
H -2.591 -0.725 -0.286
H -0.891 -1.369 -3.326
H -1.811 0.122 -4.280
H -0.432 0.017 -2.827
```

Computed properties:
Orbital gap in Ha: 0.4020
SMILES: CCO.CC

The computed Mulliken charges, all in e, follow:
1 C -0.7874
2 C -0.7132
3 H 0.3029
4 H 0.2804
5 H 0.2189
6 H 0.1732
7 H 0.2794
8 H 0.2474
9 C -0.1903
10 O -0.5309
11 C -0.8977
12 H 0.1963
13 H 0.2471
14 H 0.3504
15 H 0.2657
16 H 0.2824
17 H 0.2755

=====

ii) Density functional theory data (ωB97M-V with the def2-TZVPD basis set) for 2 unconnected molecules or ions with the total composition C4H12O.

XYZ file:
```
17
C4H12O, DFT ωB97M-V with the def2-TZVPD basis set
C 1.038 0.036 -1.819
C -0.238 -0.891 -1.899
O 1.094 1.016 -0.802
H 1.761 -0.744 -1.773
H 1.020 0.562 -2.754
H 0.164 -1.864 -1.801
H 0.588 1.864 -1.147
H -0.848 -1.000 -2.839
H -1.009 -0.654 -1.160
C -0.686 0.159 1.310
C -0.256 0.232 2.744
H -0.715 1.178 0.972
H 0.167 -0.189 0.676
H -1.594 -0.255 1.003
H 0.116 -0.757 3.032
H -1.076 0.282 3.414
H 0.476 1.025 2.843
```

Computed properties:
Orbital gap in Ha: 0.3982
SMILES: CCO.CC

The computed Mulliken charges, all in e, follow:
1 C -0.3743
2 C -0.7943
3 O -0.5286
4 H 0.3000
5 H 0.3094
6 H 0.2895
7 H 0.3397
8 H 0.3183
9 H 0.1514
10 C -0.6369
11 C -1.0289
12 H 0.2147
13 H 0.0789
14 H 0.4725
15 H 0.2726
16 H 0.3351
17 H 0.2809

=====

ii) is favored, and the nearest alternative lies 9.0 kcal/mol above it.